The following is a DFT calculation (ωB97M-V/def2-TZVPD) of a structure of composition C38H53AsFeN3O4Si3.

Structure (XYZ):
```
103
Properties=species:S:1:pos:R:3:mulliken_charge:R:1
As -0.2106 1.3740 -1.4101 0.489
Fe 0.2740 -0.6208 0.6854 0.405
Si 1.0124 2.7186 -2.9234 0.513
Si -1.4903 0.2445 -3.0504 0.129
Si -1.5797 3.0852 -0.5044 0.714
O -0.4477 0.3429 2.7797 -0.182
O 1.5663 -1.2428 -0.9239 0.995
O 4.3814 -1.6665 -1.2424 -0.520
O -2.0071 -0.2957 0.4200 -0.114
N 2.1305 0.6777 1.3146 0.993
N -0.7336 -2.4649 0.0903 1.544
N -2.0682 -2.6116 0.4689 -1.364
C 0.0975 4.1198 -3.7940 -1.194
C 2.0553 -2.4413 -0.8944 0.181
C -1.9277 -0.5838 4.3796 -1.046
C 1.7406 1.6264 -4.2697 -0.648
C 0.4859 0.1239 4.9452 -1.293
C -4.0167 -1.4095 1.0844 -0.083
C -0.5007 4.6146 -0.2312 -1.277
C 1.8372 -4.8860 -0.6567 -0.857
C -2.5801 -1.4145 0.6243 -0.162
C -0.1394 -3.5306 -0.2890 -1.851
C -1.9727 1.3253 -4.5217 -1.117
C 3.0595 -3.2500 3.9369 -0.860
C 4.5844 1.8223 1.8585 -0.852
C 4.3301 0.5072 2.1914 -1.331
C 2.6528 -1.3846 2.4645 1.840
C -3.0964 -0.5053 -2.4683 -0.758
C 3.4514 -2.6762 -1.1018 0.109
C -0.4226 -1.1626 -3.6623 -0.626
C -0.6196 0.0123 3.9301 0.699
C 3.9807 -3.9478 -1.0840 -0.490
C 3.0682 -0.0458 1.9477 0.158
C 3.5750 2.5825 1.2868 -0.886
C -6.1239 -0.2521 1.2986 -1.098
C 1.2738 -3.6043 -0.6419 1.147
C -3.0022 3.5848 -1.6361 -1.250
C -4.8008 -0.2819 0.8783 0.169
C 1.3463 -1.8039 2.1727 0.035
C 1.7477 -3.6646 3.7234 -0.830
C -6.6712 -1.3531 1.9413 -0.419
C 2.5159 3.4764 -2.0859 -1.158
C -5.8917 -2.4843 2.1543 -0.728
C 4.0576 -0.4848 -1.9544 -0.608
C 0.9323 -2.9599 2.8506 0.197
C 2.3736 1.9486 1.0237 -0.649
C 3.1837 -5.0736 -0.8700 -0.865
C -2.2630 2.7484 1.2067 -0.193
C 3.5098 -2.1046 3.3044 -1.032
C -4.5739 -2.5148 1.7243 -0.318
H 5.1017 -0.0923 2.6491 0.430
H -0.7037 -4.4671 -0.2955 0.224
H 3.3364 0.1365 -1.4273 -0.004
H -7.7021 -1.3321 2.2741 0.373
H 0.1282 0.5926 5.8648 0.527
H 5.0501 -4.0437 -1.2360 0.428
H 0.1091 4.9149 -1.0812 0.175
H -6.7257 0.6319 1.1244 0.413
H -3.9554 -3.3896 1.8722 0.418
H -1.1666 5.4484 0.0145 0.468
H 1.3198 0.6817 4.5257 0.124
H -2.4855 0.1680 4.9452 0.354
H -0.0706 -3.3428 2.6645 0.251
H 0.1642 4.4664 0.6241 0.295
H -4.3549 0.5658 0.3776 0.369
H -6.3138 -3.3465 2.6567 0.396
H 1.5671 2.4816 0.5335 0.317
H 3.7120 3.6222 1.0233 0.461
H -2.1642 3.6700 1.7887 0.550
H 3.7210 -3.8139 4.5837 0.377
H -2.5881 0.7069 -5.1825 0.414
H -0.8966 3.8313 -4.1347 0.270
H -2.5709 2.1892 -4.2228 0.257
H 1.3758 -4.5513 4.2277 0.389
H 3.6213 -6.0633 -0.8638 0.361
H 3.6504 -0.7292 -2.9399 0.318
H 5.0048 0.0438 -2.0772 0.292
H -3.7639 4.1111 -1.0537 0.449
H -3.3156 2.4694 1.1766 0.325
H -3.4788 2.7193 -2.1012 0.224
H 1.0358 1.3849 -5.0667 0.315
H -3.5461 -0.9628 -3.3560 0.479
H -2.9395 -1.2847 -1.7245 0.129
H 2.1038 0.6860 -3.8541 -0.250
H 0.6846 4.4036 -4.6729 0.411
H -1.7558 -1.4359 5.0387 0.363
H 3.1032 3.9900 -2.8538 0.524
H -1.1244 1.6913 -5.1015 0.279
H -2.6620 4.2489 -2.4350 0.329
H 0.4261 -0.8361 -4.2626 0.273
H -2.5148 -0.8834 3.5130 0.070
H -0.0277 -1.7235 -2.8114 -0.278
H 0.8232 -0.8881 5.1865 0.208
H 1.1917 -5.7360 -0.4602 0.368
H 2.2737 4.1994 -1.3049 0.310
H 2.5911 2.1514 -4.7145 0.411
H 4.5323 -1.7913 3.4772 0.269
H -3.8034 0.2170 -2.0611 0.176
H 5.5594 2.2528 2.0534 0.393
H -1.7317 1.9434 1.7080 -0.693
H -0.0113 5.0040 -3.1646 0.358
H 3.1442 2.7035 -1.6416 0.207
H -1.0422 -1.8272 -4.2725 0.447
```

spin multiplicity: 5
relative energy (zero: lowest compared OMol25 entry of this formula, charge and spin): 114.40 kJ/mol
highest occupied orbital energy (spin up / spin down): -3.8 / -4.1 eV
total charge: -1
maximum force: 0.69 eV/A
HOMO-LUMO gap (spin up / spin down): 0.2349 / 0.2429 Eh